Molecular formula: C10H13NO5Pd
Method: DFT, ωB97M-V/def2-TZVPD

Structure (XYZ):
```
30
Properties=species:S:1:pos:R:3:mulliken_spin:R:1
Pd 0.562 0.822 -0.153 1.1795
O -0.607 0.457 -2.952 -0.0051
C -0.151 0.608 -1.904 0.1639
C 1.122 0.904 1.663 0.1386
O 1.436 0.932 2.772 -0.0054
C -0.579 2.321 0.129 0.0909
O -1.286 3.214 0.307 0.0026
C 1.736 -0.649 -0.450 0.1512
O 2.429 -1.554 -0.623 -0.0028
C 4.123 3.919 -2.185 0.0369
H 4.612 3.257 -2.892 -0.0001
H 3.494 4.693 -2.612 0.0003
C 4.586 4.026 -0.887 0.0452
H 4.326 4.886 -0.279 -0.0002
H 5.444 3.451 -0.559 0.0000
C -2.987 -3.205 0.909 0.0050
N -2.337 -1.913 1.090 0.0032
C -2.811 -1.035 2.156 0.0017
C -1.294 -1.494 0.289 -0.0108
C -0.777 -2.370 -0.841 -0.0045
O -0.812 -0.380 0.533 0.2085
H -3.802 -3.370 1.645 0.0007
H -2.249 -4.023 1.046 -0.0003
H -3.444 -3.263 -0.101 -0.0004
H -1.986 -0.828 2.871 0.0005
H -3.168 -0.075 1.723 0.0005
H -3.653 -1.477 2.729 0.0001
H -0.853 -1.855 -1.814 -0.0011
H 0.260 -2.684 -0.645 0.0022
H -1.333 -3.316 -0.964 -0.0005
```

The orbital gap (alpha / beta) is 6.30 / 3.45 eV. As for the LUMO energy (alpha / beta): -8.86 / -11.29 eV. The spin multiplicity is 3. Its charge is +2. As for the expectation value of S²: 2.0130. The molar mass comes out at 333.6 g/mol. The total energy comes out at -25764.758 eV.